DFT (ωB97M-V/def2-TZVPD) results for one molecule with the formula C2H4N2OS in a non-equilibrium geometry.

Bonds (Å) are listed after each position.
CARTESIAN COORDINATES (ANGSTROEM)
1 N 0.06 -0.74 -1.41  N2 1.402, H7 1.146, H8 1.077
2 N 0.22 0.27 -0.45  N1 1.402, C3 1.452, C5 1.315
3 C 0.09 1.59 -1.05  N2 1.452, O4 1.214, H9 1.105
4 O -0.06 2.54 -0.31  C3 1.214
5 C 0.07 -0.08 0.80  N2 1.315, S6 1.612, H10 1.120
6 S -0.18 -1.61 1.27  C5 1.612
7 H 1.14 -1.10 -1.54  N1 1.146
8 H -0.56 -1.50 -0.96  N1 1.077
9 H -0.01 1.51 -2.14  C3 1.105
10 H -0.21 0.84 1.39  C5 1.120

The LUMO energy comes out at -0.38 eV. Its charge is 0. The energy relative to the best compared isomer or geometry (same formula, charge and spin) is 267.7 kJ/mol. As for the total energy: -661.48355 hartree. The calculation puts the HOMO energy at -0.33023 Ha. The value obtained for the orbital gap is 8.61 eV. Its SMILES is NN(C=O)C=S.